The following is a quantum chemistry calculation of a cluster of 6 separate species, C40H67Br2IN7O10 in total at a distorted geometry, from OMol25.

Each line ends with the Mulliken charge.
Positions of all 127 atoms, in Å:
C1 0.314 -4.938 1.479  -1.482
C2 -0.349 -3.556 1.751  -0.075
C3 -0.317 -2.602 0.480  -0.729
C4 -1.361 -1.502 0.742  0.154
C5 -0.861 -0.284 1.390  1.083
C6 0.638 -0.091 1.729  -0.938
O1 1.134 0.945 1.350  -0.562
O2 1.279 -1.080 2.374  -0.134
C7 2.697 -0.855 2.497  -0.822
C8 3.515 -1.333 1.251  0.411
O3 2.991 -2.533 0.680  -0.521
C9 3.763 -0.237 0.170  -0.928
N1 2.732 -0.186 -0.881  -0.287
C10 -1.844 0.716 1.666  1.020
C11 -1.361 1.995 2.366  -1.657
C12 -1.184 3.197 1.364  -0.095
O4 -1.467 2.834 -0.013  -0.103
C13 -0.717 3.661 -0.819  0.008
O5 -0.628 4.852 -0.666  -0.446
C14 -3.247 0.498 1.287  -0.028
I1 -4.514 2.204 1.760  0.233
N2 -3.688 -0.645 0.687  0.760
C15 -5.119 -0.818 0.379  -1.102
Br1 -5.872 -2.343 1.427  0.027
C16 -5.504 -0.812 -1.158  -0.030
C17 -4.372 -0.456 -2.176  -1.003
Br2 -6.433 -2.466 -1.776  -0.072
C18 -2.756 -1.638 0.387  0.105
C19 -3.089 -2.947 -0.333  -1.602
C20 -2.568 -3.030 -1.817  0.383
C21 -1.604 -2.155 -2.385  0.656
C22 -1.170 -2.296 -3.749  -1.069
C23 -1.737 -3.322 -4.563  -0.654
C24 -2.722 -4.178 -3.972  -0.634
C25 -3.143 -4.078 -2.617  -0.706
H1 1.292 -4.847 0.966  0.254
H2 -0.374 -5.524 0.825  0.320
H3 0.413 -5.524 2.421  0.396
H4 -1.437 -3.759 1.926  0.308
H5 0.012 -3.061 2.671  0.313
H6 -0.538 -3.255 -0.384  0.648
H7 0.711 -2.207 0.327  -0.346
H8 2.963 0.178 2.811  0.298
H9 3.035 -1.505 3.338  0.398
H10 4.527 -1.597 1.660  0.374
H11 3.370 -2.557 -0.219  0.249
H12 4.747 -0.341 -0.334  0.227
H13 3.763 0.749 0.688  0.439
H14 2.580 0.765 -1.191  0.192
H15 2.925 -0.822 -1.646  0.230
H16 -2.051 2.319 3.181  0.583
H17 -0.381 1.856 2.866  0.516
H18 -1.856 4.000 1.721  -0.076
H19 -0.154 3.605 1.488  0.490
H20 -0.205 3.180 -1.688  0.431
H21 -5.731 -0.009 0.823  0.635
H22 -6.296 -0.046 -1.309  0.602
H23 -4.266 -1.312 -2.877  0.336
H24 -3.406 -0.135 -1.747  0.103
H25 -4.720 0.385 -2.823  0.440
H26 -2.544 -3.765 0.200  0.643
H27 -4.147 -3.249 -0.370  0.867
H28 -1.156 -1.327 -1.811  0.369
H29 -0.405 -1.619 -4.174  0.413
H30 -1.461 -3.454 -5.621  0.434
H31 -3.170 -4.971 -4.593  0.385
H32 -3.882 -4.764 -2.167  0.439
C26 -3.266 5.726 2.909  0.228
O6 -2.980 4.599 3.300  -0.670
N3 -4.005 6.615 3.589  0.161
C27 -4.303 7.935 3.060  -0.909
C28 -4.524 6.246 4.897  -0.928
H33 -2.923 6.105 1.932  0.132
H34 -3.909 8.693 3.739  0.346
H35 -5.385 8.053 2.974  0.339
H36 -3.851 8.068 2.078  0.310
H37 -3.692 6.001 5.560  0.294
H38 -5.160 5.365 4.799  0.267
H39 -5.099 7.066 5.319  0.389
C29 5.809 -2.317 -2.505  0.022
O7 4.949 -1.732 -1.850  -0.596
N4 7.128 -2.185 -2.329  0.153
C30 8.090 -2.910 -3.145  -0.787
C31 7.612 -1.289 -1.292  -0.930
H40 5.547 -3.017 -3.314  0.287
H41 8.705 -3.540 -2.499  0.336
H42 8.726 -2.194 -3.669  0.331
H43 7.580 -3.541 -3.876  0.177
H44 7.227 -1.615 -0.323  0.271
H45 7.248 -0.278 -1.487  0.289
H46 8.699 -1.289 -1.272  0.386
C32 -1.321 -2.973 5.707  -0.021
O8 -1.282 -3.838 4.854  -0.546
N5 -1.932 -1.774 5.566  0.246
C33 -1.942 -0.782 6.624  -0.943
C34 -2.598 -1.476 4.313  -0.647
H47 -0.845 -3.104 6.692  0.335
H48 -2.974 -0.563 6.905  0.326
H49 -1.462 0.133 6.267  0.310
H50 -1.405 -1.147 7.498  0.323
H51 -3.373 -2.227 4.142  0.360
H52 -1.885 -1.530 3.490  -0.145
H53 -3.050 -0.484 4.339  0.407
C35 -0.769 10.033 0.110  0.135
O9 -1.222 11.155 0.222  -0.596
N6 -0.817 9.283 -1.014  0.153
C36 -0.254 7.946 -1.071  -1.025
C37 -1.452 9.833 -2.198  -0.955
H54 -0.266 9.523 0.949  0.298
H55 0.520 7.915 -1.842  0.338
H56 -1.043 7.236 -1.320  0.393
H57 0.185 7.669 -0.114  0.282
H58 -0.939 10.751 -2.491  0.301
H59 -2.492 10.075 -1.973  0.294
H60 -1.412 9.115 -3.015  0.389
C38 6.403 -5.973 -4.510  0.129
O10 7.361 -5.264 -4.772  -0.650
N7 5.301 -6.100 -5.276  0.128
C39 4.198 -6.964 -4.901  -0.935
C40 5.219 -5.348 -6.517  -0.924
H61 6.366 -6.584 -3.593  0.327
H62 4.052 -7.720 -5.675  0.349
H63 3.288 -6.366 -4.803  0.343
H64 4.401 -7.459 -3.953  0.291
H65 6.050 -5.627 -7.166  0.307
H66 5.292 -4.281 -6.301  0.259
H67 4.277 -5.555 -7.021  0.396

- net charge = +1
- LUMO level (eV) = -3.80
- highest occupied orbital energy (eV) = -10.5372

---

The following is a quantum chemistry calculation of a structure of composition C40H68BN6O2PRuS2 at a distorted geometry, from OMol25.

Each line ends with the Mulliken charge.
Positions of all 121 atoms, in Å:
Ru1 -0.307 -0.060 0.368  0.522
C1 -3.608 -3.898 0.997  -1.737
C2 -2.517 -3.256 0.196  -0.139
C3 -2.769 -2.796 -1.112  0.080
C4 -1.810 -2.129 -1.833  -1.693
C5 -0.503 -1.998 -1.315  0.366
C6 -0.218 -2.555 -0.074  0.005
C7 -1.248 -3.111 0.713  0.151
H1 -4.504 -4.046 0.401  0.382
H2 -3.872 -3.277 1.853  0.273
H3 -3.293 -4.865 1.384  0.474
H4 -3.746 -2.967 -1.543  0.724
H5 -2.032 -1.756 -2.822  0.414
H6 0.300 -1.658 -1.967  0.674
H7 0.809 -2.716 0.218  -0.587
H8 -1.012 -3.506 1.691  0.740
C8 3.146 -1.658 -0.796  -0.661
C9 3.511 -0.197 -0.667  0.597
C10 3.977 0.208 0.730  -1.144
C11 2.440 0.730 -1.186  -0.724
C12 2.744 1.614 -2.205  -1.207
C13 1.620 2.386 -2.422  -0.508
C14 1.566 3.392 -3.546  0.739
C15 0.404 4.364 -3.668  -1.511
C16 1.685 2.605 -4.857  -1.664
N1 0.678 1.962 -1.559  1.202
N2 1.154 0.916 -0.806  0.522
B1 -0.539 2.684 -0.946  1.157
N3 -1.822 1.864 -1.255  0.421
N4 -2.031 0.755 -0.497  0.876
C17 -3.345 0.479 -0.540  -0.345
C18 -3.971 1.378 -1.399  -1.257
C19 -2.992 2.269 -1.796  0.051
C20 -3.164 3.478 -2.661  1.335
C21 -4.380 4.290 -2.218  -1.707
C22 -3.276 3.064 -4.129  -1.761
C23 -4.088 -0.384 0.435  2.269
C24 -4.545 0.522 1.587  -1.894
C25 -5.320 -1.038 -0.188  -1.809
N5 -0.328 2.775 0.618  0.487
N6 -0.574 1.676 1.386  0.475
C26 -0.624 2.049 2.668  -0.610
C27 -0.304 3.406 2.739  -0.953
C28 -0.145 3.836 1.435  -0.166
C29 0.183 5.235 1.002  0.210
C30 -1.003 5.976 0.389  -1.398
C31 1.435 5.299 0.128  -1.470
C32 -1.129 1.211 3.818  0.966
C33 -1.924 -0.037 3.416  -1.237
C34 -2.017 2.104 4.700  -1.756
H9 4.006 -2.302 -0.591  0.467
H10 2.791 -1.886 -1.802  0.376
H11 2.369 -1.901 -0.087  -0.938
H12 4.353 -0.021 -1.344  0.441
H13 3.142 0.287 1.432  -0.082
H14 4.463 1.180 0.693  0.434
H15 4.690 -0.510 1.133  0.206
H16 3.686 1.693 -2.709  0.730
H17 2.484 3.981 -3.429  0.423
H18 -0.515 3.836 -3.904  0.173
H19 0.614 5.034 -4.500  0.543
H20 0.246 4.975 -2.788  0.191
H21 0.832 1.935 -4.972  0.369
H22 2.591 2.005 -4.893  0.411
H23 1.694 3.287 -5.703  0.440
H24 -0.648 3.769 -1.370  -1.064
H25 -5.014 1.426 -1.622  0.591
H26 -2.283 4.108 -2.546  -0.566
H27 -5.299 3.723 -2.347  0.348
H28 -4.465 5.195 -2.814  0.464
H29 -4.305 4.576 -1.172  0.337
H30 -4.178 2.479 -4.294  0.387
H31 -2.425 2.460 -4.437  0.394
H32 -3.323 3.940 -4.770  0.420
H33 -3.411 -1.151 0.830  -0.910
H34 -5.293 1.226 1.228  0.425
H35 -3.724 1.102 1.991  0.496
H36 -4.986 -0.063 2.389  0.409
H37 -6.087 -0.289 -0.374  0.450
H38 -5.750 -1.773 0.488  0.374
H39 -5.105 -1.521 -1.138  0.380
H40 -0.258 4.020 3.615  0.490
H41 0.422 5.749 1.942  0.431
H42 -1.244 5.605 -0.603  0.100
H43 -0.768 7.034 0.300  0.478
H44 -1.892 5.880 1.009  0.368
H45 1.279 4.819 -0.830  0.222
H46 2.277 4.810 0.611  0.379
H47 1.707 6.336 -0.060  0.477
H48 -0.270 0.919 4.433  0.357
H49 -2.396 0.083 2.436  -0.098
H50 -2.733 -0.201 4.128  0.649
H51 -1.330 -0.947 3.407  0.107
H52 -2.900 2.441 4.158  0.323
H53 -1.488 2.983 5.048  0.398
H54 -2.345 1.547 5.574  0.499
C35 6.748 -3.772 2.047  -1.626
C36 5.535 -3.727 1.144  1.313
C37 5.547 -4.792 0.067  -1.380
O1 4.398 -3.904 2.021  -0.349
P1 2.880 -3.975 1.505  0.852
S1 2.176 -2.511 3.041  -0.278
S2 1.201 -0.933 2.377  0.105
O2 2.351 -5.213 2.385  -0.435
C38 1.880 -6.460 1.810  0.499
C39 3.072 -7.376 1.615  -1.282
C40 1.078 -6.252 0.545  -1.156
H55 7.648 -3.613 1.462  0.409
H56 6.819 -4.740 2.537  0.380
H57 6.689 -3.002 2.809  0.388
H58 5.449 -2.727 0.694  -0.205
H59 5.620 -5.782 0.516  0.368
H60 6.406 -4.649 -0.585  0.449
H61 4.651 -4.750 -0.553  0.302
H62 1.227 -6.850 2.598  0.300
H63 3.731 -6.987 0.838  0.148
H64 2.737 -8.363 1.306  0.468
H65 3.640 -7.475 2.537  0.344
H66 1.705 -5.929 -0.286  0.267
H67 0.292 -5.521 0.690  0.133
H68 0.613 -7.193 0.264  0.514

- <S²> = 0.766
- net charge = +1
- spin multiplicity = 2
- LUMO level (spin up / spin down) (eV) = -2.72 / -4.30
- highest occupied orbital energy (spin up / spin down) (eV) = -10.6406 / -10.6758